{
  "formula": "C20H26N2O3",
  "method": "ωB97M-V/def2-TZVPD",
  "gap_ev": 8.714,
  "smiles": "CCOc1ccc(CCNC(=O)Nc2ccccc2C)cc1OCC",
  "total_charge": 0,
  "fmax_ev_per_a": 0.647,
  "symbols": ["C", "C", "O", "C", "C", "C", "C", "C", "C", "N", "C", "O", "N", "C", "C", "C", "C", "C", "C", "C", "C", "C", "O", "C", "C", "H", "H", "H", "H", "H", "H", "H", "H", "H", "H", "H", "H", "H", "H", "H", "H", "H", "H", "H", "H", "H", "H", "H", "H", "H", "H"],
  "coordinates": [[5.0007, 0.7358, -1.5231], [3.8160, 0.4328, -0.6177], [2.7362, 1.2377, -1.0582], [1.6374, 1.4268, -0.2709], [0.9198, 2.5885, -0.5406], [-0.2373, 2.9039, 0.1405], [-0.7074, 2.0548, 1.1291], [-2.0134, 2.3225, 1.8238], [-3.1812, 1.9759, 0.8809], [-2.9486, 0.7181, 0.2051], [-2.5559, 0.7388, -1.1027], [-2.7551, 1.6760, -1.8483], [-1.9410, -0.3971, -1.5854], [-1.4820, -1.5354, -0.9194], [-2.2726, -2.1896, 0.0234], [-1.7993, -3.3101, 0.6831], [-0.5419, -3.8054, 0.3903], [0.2267, -3.1858, -0.5811], [-0.2196, -2.0558, -1.2468], [0.6245, -1.4078, -2.3017], [-0.0028, 0.8890, 1.3998], [1.1595, 0.5487, 0.7194], [1.8473, -0.6222, 0.9239], [1.5744, -1.4138, 2.0595], [2.0642, -0.7793, 3.3580], [5.8535, 0.1292, -1.2318], [5.2677, 1.7867, -1.4505], [4.7417, 0.5169, -2.5554], [4.0627, 0.6708, 0.4240], [3.5513, -0.6287, -0.6786], [1.3004, 3.2366, -1.3140], [-0.7744, 3.8075, -0.0998], [-2.0911, 3.3719, 2.1105], [-2.0850, 1.7130, 2.7277], [-3.2824, 2.7313, 0.0991], [-4.1175, 1.9175, 1.4448], [-2.5448, -0.0056, 0.7817], [-1.5730, -0.2531, -2.5156], [-3.2782, -1.8432, 0.2090], [-2.4225, -3.8015, 1.4157], [-0.1668, -4.6783, 0.9029], [1.2010, -3.5850, -0.8238], [1.6047, -1.8757, -2.3401], [0.1610, -1.5120, -3.2843], [0.7573, -0.3460, -2.0985], [-0.3850, 0.2233, 2.1595], [0.5073, -1.6619, 2.1177], [2.1219, -2.3411, 1.8694], [3.1343, -0.5954, 3.2991], [1.8672, -1.4498, 4.1899], [1.5631, 0.1684, 3.5406]],
  "forces_ev_per_a": [[-0.428, 0.039, 0.218], [0.591, -0.264, -0.001], [-0.244, -0.026, -0.113], [-0.102, 0.103, 0.111], [0.131, -0.205, 0.032], [0.028, -0.099, 0.121], [0.100, 0.085, 0.158], [-0.085, -0.088, -0.257], [-0.140, 0.198, 0.093], [-0.116, -0.200, 0.238], [-0.125, -0.095, 0.008], [-0.012, 0.321, -0.195], [0.245, -0.150, -0.574], [0.079, -0.304, 0.320], [-0.005, 0.004, -0.062], [0.042, -0.021, 0.087], [0.001, -0.104, 0.037], [-0.124, -0.029, 0.027], [-0.059, 0.075, 0.018], [-0.047, 0.015, 0.096], [0.052, -0.002, 0.044], [0.229, -0.083, -0.144], [-0.037, 0.465, -0.381], [-0.073, -0.173, 0.466], [-0.093, -0.018, -0.418], [0.106, -0.068, 0.009], [0.076, 0.094, -0.009], [0.026, -0.039, -0.129], [-0.081, -0.059, -0.083], [0.049, 0.194, 0.064], [0.077, 0.071, -0.095], [-0.087, 0.127, -0.058], [-0.031, -0.005, 0.102], [0.024, 0.052, 0.051], [-0.049, -0.065, 0.144], [0.060, 0.117, -0.076], [-0.006, 0.018, -0.124], [-0.122, 0.133, 0.146], [-0.080, 0.038, -0.002], [-0.057, -0.043, 0.048], [0.032, -0.087, 0.039], [0.118, -0.008, -0.042], [0.062, -0.006, -0.044], [0.033, 0.038, -0.121], [0.040, 0.092, -0.040], [-0.003, -0.081, 0.090], [0.101, -0.023, -0.073], [-0.153, 0.053, 0.040], [0.099, 0.016, 0.032], [-0.021, -0.061, 0.119], [-0.021, 0.057, 0.082]]
}

=====

{
  "formula": "C20H26N2O5",
  "method": "ωB97M-V/def2-TZVPD",
  "gap_ev": 8.838,
  "smiles": "Cc1ccc2c(c1)N(C(=O)CCC(=O)N1CCC3(CC1)OCCO3)CCO2",
  "total_charge": 0,
  "fmax_ev_per_a": 0.635,
  "symbols": ["C", "C", "C", "C", "C", "C", "C", "N", "C", "O", "C", "C", "C", "O", "N", "C", "C", "C", "C", "C", "O", "C", "C", "O", "C", "C", "O", "H", "H", "H", "H", "H", "H", "H", "H", "H", "H", "H", "H", "H", "H", "H", "H", "H", "H", "H", "H", "H", "H", "H", "H", "H", "H"],
  "coordinates": [[2.2465, 3.1295, 4.2096], [1.9136, 1.7367, 3.7660], [2.8287, 0.7017, 3.9192], [2.5032, -0.5817, 3.5351], [1.2602, -0.8633, 2.9787], [0.3298, 0.1685, 2.8119], [0.6710, 1.4522, 3.2243], [-0.9638, -0.1304, 2.3097], [-1.6681, 0.7744, 1.5755], [-1.1753, 1.8157, 1.1775], [-3.1246, 0.4722, 1.2572], [-3.2790, 0.2357, -0.2545], [-2.3160, -0.8526, -0.7015], [-2.5057, -2.0151, -0.3695], [-1.2452, -0.4950, -1.4389], [-0.9285, 0.8622, -1.8564], [0.4835, 0.9356, -2.4213], [0.6416, 0.0372, -3.6594], [-0.1281, -1.2823, -3.4554], [-0.3980, -1.5423, -1.9809], [0.1401, 0.6678, -4.8268], [1.2374, 1.1263, -5.5821], [2.3352, 0.1281, -5.2102], [2.0280, -0.1881, -3.8709], [-1.3200, -1.5237, 2.4998], [-0.1850, -2.3844, 1.9477], [1.0182, -2.1654, 2.6430], [2.0049, 3.2546, 5.2657], [1.6762, 3.8607, 3.6427], [3.3075, 3.3313, 4.0821], [3.8015, 0.9016, 4.3430], [3.1995, -1.3969, 3.6516], [-0.0493, 2.2452, 3.1104], [-3.6932, 1.3642, 1.5298], [-3.5201, -0.3697, 1.8186], [-4.2901, -0.1243, -0.4537], [-3.1229, 1.1668, -0.7914], [-1.6318, 1.1926, -2.6321], [-0.9898, 1.5364, -0.9980], [1.2170, 0.6271, -1.6772], [0.7010, 1.9664, -2.7024], [-1.0700, -1.2061, -4.0003], [0.4551, -2.1008, -3.8771], [-0.9276, -2.4883, -1.8436], [0.5505, -1.5911, -1.4342], [0.9597, 1.1099, -6.6351], [1.5160, 2.1458, -5.2828], [3.3420, 0.5431, -5.2453], [2.2772, -0.7706, -5.8389], [-2.2223, -1.7899, 1.9568], [-1.4497, -1.7241, 3.5698], [-0.4163, -3.4457, 2.0556], [-0.0558, -2.1570, 0.8821]],
  "forces_ev_per_a": [[-0.041, -0.044, 0.081], [-0.124, -0.039, -0.048], [-0.090, -0.099, -0.082], [-0.126, -0.057, -0.036], [0.034, 0.132, -0.017], [0.266, -0.029, 0.004], [0.213, 0.041, 0.120], [0.120, -0.100, 0.185], [-0.341, 0.005, -0.002], [-0.063, 0.236, -0.073], [0.065, 0.016, -0.145], [0.051, -0.107, 0.084], [-0.168, 0.260, -0.106], [-0.262, -0.324, 0.253], [0.171, -0.127, -0.031], [0.008, 0.631, -0.069], [-0.049, -0.217, -0.357], [-0.265, -0.128, 0.513], [0.161, 0.284, 0.020], [0.046, -0.480, -0.183], [-0.186, -0.216, 0.048], [0.461, 0.116, 0.043], [-0.182, 0.024, -0.419], [-0.046, 0.116, 0.272], [0.050, -0.485, 0.015], [-0.551, -0.024, -0.207], [0.269, 0.162, 0.243], [0.019, 0.100, 0.060], [0.003, 0.112, -0.017], [0.064, 0.086, -0.003], [0.123, 0.023, 0.037], [0.085, -0.107, 0.007], [-0.030, 0.045, -0.031], [0.086, -0.073, 0.053], [-0.015, 0.027, -0.023], [0.094, 0.016, -0.064], [-0.028, 0.030, 0.013], [0.030, 0.050, 0.084], [-0.082, -0.075, -0.213], [0.010, 0.014, 0.066], [0.045, -0.003, 0.007], [-0.035, -0.050, 0.024], [-0.008, 0.013, -0.063], [0.199, 0.155, 0.013], [-0.067, -0.083, 0.022], [0.063, 0.038, 0.027], [-0.008, -0.070, -0.077], [-0.039, -0.021, -0.065], [0.049, 0.102, 0.018], [0.079, 0.065, 0.053], [-0.020, -0.018, -0.090], [-0.015, 0.104, -0.039], [-0.024, -0.028, 0.093]]
}

=====

Quick rundown of ΔE to the lowest compared entry with this formula, charge and spin, same order as above: 44.0; 33.2 kcal per mole
Quick rundown of highest occupied orbital energy, same order as above: -8.03; -8.05 eV
Quick rundown of LUMO energy, same order as above: 0.689; 0.790 eV